(1)
# C30H26BrIN4O6V

A structure of composition C30H26BrIN4O6V (ωB97M-V/def2-TZVPD, OMol25).

The expectation value of S² is 0.79. The calculation puts the HOMO energy (alpha / beta) at -6.071 / -6.115 eV. As for the gap between HOMO and LUMO (alpha / beta): 5.9 / 5.9 eV.

```
! RIJCOSX wB97M-V def2-TZVPD def2/J DEFGRID3
* xyz 0 2
I -2.2258 7.6109 -3.8544
Br 2.0395 0.8984 0.9798
V -0.2590 0.0804 0.0156
O -1.1105 -2.9458 -4.4128
O 0.3210 -2.5644 5.8987
O -1.6746 -0.8719 -0.7760
O 2.4206 -5.2873 3.6721
O -0.0046 1.2409 -1.6817
O -1.1211 1.8711 0.0941
N 0.0913 -2.2550 -1.2863
N 0.7814 -1.3958 -0.4945
N 0.9553 -3.6048 4.0038
N -0.7945 -0.4850 1.7924
C -2.9554 -3.3520 -1.2612
C -1.5899 -1.0294 4.4078
C 3.9508 -1.1286 1.3678
C -1.2090 4.7573 -3.7217
C 4.9107 -3.1791 0.2509
C -1.6079 4.4164 -0.9885
C -1.9718 -3.3937 -3.4488
C 5.9397 -4.0150 2.6816
C -1.7337 5.7776 -2.9443
C -1.8857 0.0928 2.3216
C -1.9370 5.6235 -1.5815
C -0.8716 3.5578 -3.1161
C -3.7400 -4.4471 -1.5781
C -0.4954 -1.6792 3.8477
C -0.1312 -1.3663 2.5512
C 4.6906 -2.3932 1.3845
C 2.8120 -0.8731 0.6911
C -2.7537 -4.4980 -3.7701
C 1.7814 -4.5649 4.6928
C 2.0344 -1.7001 -0.1659
C -2.0676 -2.8155 -2.1840
C -0.7152 2.0998 -1.0903
C -3.6314 -5.0209 -2.8386
C 5.6099 -4.3725 0.3369
C -1.1766 -1.6581 -1.7716
C -2.3002 -0.1386 3.6186
C -1.0713 3.3837 -1.7525
C 5.2402 -2.8242 2.5970
C 0.2894 -2.6445 4.6828
C 6.1176 -4.8033 1.5535
H 0.7465 -1.8141 2.0991
H 6.6572 -5.7393 1.6189
H -1.7601 4.2628 0.0704
H 0.8397 -3.7593 3.0151
H 6.3523 -4.3265 3.6335
H 4.3237 -0.3489 2.0214
H -3.0171 -2.8807 -0.2885
H -4.4333 -4.8531 -0.8532
H 2.4671 -2.6284 -0.5128
H -2.3458 6.4329 -0.9932
H 4.5711 -2.8368 -0.7181
H 3.0091 -5.9373 4.0624
H 2.4877 -4.0295 5.3357
H -1.8570 -1.2312 5.4363
H -2.6546 -4.9278 -4.7588
H 1.1637 -5.2122 5.3266
H -0.4507 2.7496 -3.6993
H -0.7700 -2.0772 -4.1762
H 0.6212 -2.8328 -1.9240
H 5.1016 -2.2132 3.4816
H -4.2370 -5.8785 -3.1026
H -2.4147 0.7773 1.6734
H -1.0626 4.8961 -4.7836
H 5.7714 -4.9614 -0.5573
H -0.9441 -1.0262 -2.6575
H -3.1704 0.3740 4.0037
*
```

---

(2)
# C20H32AgAsN6O5S

A structure of composition C20H32AgAsN6O5S (ωB97M-V/def2-TZVPD, OMol25).

For the energy above the lowest of the compared OMol25 structures with the same formula, charge and spin, the calculation gives 128.8 kJ/mol. The calculation puts the HOMO energy at -1.686 eV. As for the gap between HOMO and LUMO: 5.8 eV.

```
! RIJCOSX wB97M-V def2-TZVPD def2/J DEFGRID3
* xyz -2 1
Ag -0.3954 0.0153 -0.2243
As 4.5478 -0.3816 0.0604
S 2.8319 -1.5189 0.2039
O -2.4625 1.1496 -0.0242
O 2.0021 1.7940 -2.1726
O -4.0779 0.7802 1.4831
O -3.1653 -3.6167 -0.5542
O 1.1366 1.8227 -0.0921
N 0.2211 -2.8342 -1.7778
N 0.0320 0.1331 2.3802
N -1.9981 -1.6452 -0.2732
N -0.8908 1.2819 4.3121
N -0.3006 -1.0835 4.4518
N 1.4538 0.6154 4.2948
C -3.2319 0.4028 0.6426
C 1.7207 2.3215 -1.0863
C -0.3270 -1.1489 2.9779
C -3.1744 -1.1226 0.4142
C 6.0838 -1.4694 -0.4085
C 2.1887 3.7745 -0.8912
C 1.3692 0.5081 2.8243
C 4.8079 1.1424 -1.0978
C -1.2337 -0.0279 4.8675
C 1.0459 -0.6774 4.8548
C 1.8713 4.4762 0.2673
C 2.3119 5.7808 0.4462
C -1.0647 -3.4963 -1.5920
C 3.3982 5.7043 -1.6950
C 5.0433 0.3715 1.7732
C 3.0798 6.3984 -0.5343
C -2.1653 -2.8715 -0.7249
C 0.4684 1.6123 4.7239
C 2.9505 4.4001 -1.8700
C -0.9175 1.1576 2.8413
H 5.0001 -0.4213 2.5178
H -1.9300 0.9119 2.5268
H -0.6446 2.1103 2.3854
H 6.0399 0.8123 1.7319
H 0.6993 -2.7697 -0.8865
H 4.2274 1.9853 -0.7379
H 3.1742 3.8393 -2.7691
H -2.2376 -0.2940 4.5331
H 4.4766 0.9158 -2.1077
H 3.4233 7.4175 -0.3964
H 2.0766 -0.2473 2.4809
H -1.3219 -1.4344 2.6352
H 1.2628 3.9740 1.0080
H 1.7555 -1.4400 4.5236
H 0.0664 -1.8661 -2.0489
H 3.9915 6.1823 -2.4669
H 0.7412 2.5785 4.2919
H 2.0512 6.3201 1.3497
H -4.0851 -1.3793 -0.1412
H 0.5017 1.6916 5.8162
H 7.0121 -0.9145 -0.2692
H -1.5243 -3.6412 -2.5746
H -3.3167 -1.5998 1.3929
H 1.6280 1.4635 2.3641
H 5.8780 1.3489 -1.0542
H -1.2246 0.0356 5.9609
H 6.0679 -2.3614 0.2139
H 4.3095 1.1355 2.0274
H -0.8939 -4.5016 -1.1973
H 0.3872 -1.9055 2.6442
H 1.0819 -0.6125 5.9475
H 5.9801 -1.7618 -1.4527
*
```

---

(3)
# C45H103N5O9

A cluster of 9 separate species, C45H103N5O9 in total (ωB97M-V/def2-TZVPD, OMol25).

For the energy above the lowest of the compared OMol25 structures with the same formula, charge and spin, the calculation gives 479.5 kJ/mol. The calculation puts the HOMO energy at -7.655 eV. As for the gap between HOMO and LUMO: 7.6 eV. Its SMILES is CC1(C)CCCC(C)(C)N1O.CC1(C)CCCC(C)(C)N1O.CC1(C)CCCC(C)(C)N1O.CC1(C)CCCC(C)(C)N1O.CC1(C)CCCC(C)(C)N1O.O.O.O.O.

```
! RIJCOSX wB97M-V def2-TZVPD def2/J DEFGRID3
* xyz 0 1
O -1.5864 -0.5448 7.1407
O -4.5391 -2.0186 2.7244
O -2.7754 -0.7274 -1.2286
O 1.6701 3.1712 -3.2977
O 1.4422 -1.0563 -3.6195
O 2.6361 1.0910 -4.3771
O -5.1125 -0.0815 -7.6936
O 4.2675 -3.5775 -0.6353
O 5.1509 1.7365 0.5613
N -3.7419 0.2420 -7.7806
N 3.8224 -4.2893 0.5045
N 4.9107 1.9808 1.9096
N -2.1883 0.6921 6.7162
N -2.4153 0.4625 -0.6055
C 6.1039 1.6814 2.7798
C -1.9244 0.9153 5.2869
C 4.7587 -5.3413 1.0247
C -3.6161 0.5847 -10.3519
C -3.4531 1.0518 8.8574
C 3.2531 2.0349 3.7640
C 6.4596 0.1776 2.7638
C 3.4732 1.8355 2.2888
C -4.5675 -0.2387 7.1955
C 5.9700 -4.6284 1.7228
C -3.4612 1.5356 -7.0924
C -3.5236 1.4891 -0.4562
C 2.6238 -6.5531 1.9374
C 1.5970 -4.7912 -0.5975
C -0.4097 1.1728 5.0869
C -3.8992 2.6955 -7.9627
C 7.3492 2.5365 2.4023
C 4.4529 1.6352 4.6864
C 2.9111 0.3715 1.9546
C 1.8951 -5.1993 1.8577
C -1.5886 0.0634 -8.8547
C 5.7866 2.1727 4.2155
C 2.7705 2.9181 1.5379
C -3.1486 -0.0943 -9.0531
C -4.1686 1.5726 -5.7800
C -1.1225 0.8283 -1.1977
C 5.1568 -6.2854 -0.0984
C -4.1877 1.7840 -1.8561
C -3.5083 0.8974 7.3439
C -1.6879 3.2689 -0.5260
C -3.2755 -1.7130 -9.2397
C 2.3523 -4.2773 0.6945
C -2.5772 2.2166 4.9999
C -4.0430 2.2279 6.8947
C -4.5922 0.9199 0.5696
C -0.0662 -0.2040 -0.7996
C 1.7976 -2.9045 1.0753
C -2.9593 2.8358 0.2105
C -1.9869 1.4600 -6.7915
C -2.5470 -0.1729 4.4111
C -0.6394 2.1449 -0.4611
C 4.0867 -6.1891 2.1410
C -4.0729 2.4707 5.3759
C -1.1948 0.9443 -2.7278
C -1.1077 1.2262 -8.0828
H -0.2479 0.8461 -3.2585
H -2.9786 -2.3749 -8.4262
H -2.6882 -1.9388 -10.1298
H 7.6784 2.3507 1.3800
H -3.7618 2.2639 -5.0419
H -4.6376 1.7275 4.8130
H -3.4422 3.0243 7.3338
H 4.4001 -7.0320 -0.3394
H 5.9869 -6.9218 0.2080
H 1.9353 -5.7321 -1.0315
H 5.5066 -5.8079 -1.0137
H 4.5854 -7.1583 2.1393
H 2.5243 1.4808 -5.2441
H 5.8175 3.2611 4.2655
H -2.1458 -1.1671 4.6078
H -1.0706 -0.1679 7.8572
H -2.4557 2.3338 3.9230
H 6.9681 3.5577 2.3909
H 0.2146 0.3780 5.4951
H -0.0249 1.2620 -7.9630
H 6.4678 -3.8657 1.1241
H 0.2939 2.4430 -0.9388
H 0.7515 -2.7723 1.3516
H 2.3871 -7.0569 1.0003
H 7.2855 -0.0633 3.4331
H 2.4102 1.4801 4.1759
H 6.6370 -0.1660 1.7447
H -4.5189 3.4224 5.0872
H 3.2074 3.8787 1.8109
H -3.5544 2.3892 -2.5048
H -1.0573 -0.1383 -9.7848
H -5.2442 1.7248 -5.8692
H 2.2826 -2.5909 1.9997
H 2.1355 -7.1305 2.7225
H 4.5413 0.5568 4.8177
H -2.3884 -0.0208 3.3435
H -3.6133 -0.1910 4.6367
H -4.3243 1.5995 9.2168
H 1.6246 -4.0229 -1.3702
H 5.4040 2.6003 0.2277
H -3.3857 0.0722 9.3306
H -2.7597 -1.3574 -0.5044
H -4.7177 -2.8040 2.2072
H -4.2968 -2.0038 -9.4860
H -1.6781 0.2257 -3.3896
H 1.7071 2.9264 1.7770
H -4.0335 0.6022 1.4499
H -4.3742 1.0069 -2.5974
H -2.9968 1.3315 -10.8487
H 2.1071 -2.1929 0.3099
H -0.0185 1.8790 5.8193
H 8.1417 2.6394 3.1435
H -5.4526 -0.2616 7.8312
H 1.8553 0.2599 2.2013
H -1.7847 3.6022 -1.5592
H -5.0702 2.4125 -1.7368
H -5.2144 -2.0193 3.4027
H 0.6954 -1.3592 -4.1360
H -5.1164 0.1184 0.0491
H -1.4355 1.9349 -3.1138
H 2.9643 0.3254 0.8668
H 2.7892 2.8515 0.4501
H -1.3250 4.1515 0.0008
H -5.2036 -0.7496 -7.0103
H 3.0223 3.0845 3.9465
H -3.7160 -0.1831 -11.1191
H 0.8238 -5.3752 1.7605
H -1.9791 3.0991 5.2267
H -4.6308 0.9822 -10.3303
H -3.8598 3.6497 -7.4374
H 4.2883 2.0856 5.6653
H -3.3234 2.8480 -8.8755
H 1.2743 3.6263 -4.0410
H 6.7055 -5.3969 1.9606
H -1.3468 2.1323 -8.6396
H 0.5470 -5.0478 -0.4564
H 5.6563 -0.5437 2.9139
H -1.6810 0.7984 -5.9810
H -0.2954 1.9827 0.5604
H 1.7329 3.8380 -2.6138
H 0.9217 0.2285 -0.9582
H -4.9071 2.6392 -8.3739
H 2.1633 1.6781 -3.7872
H -0.0943 1.3394 4.0569
H -1.6423 2.4252 -6.4203
H -2.6052 1.6380 9.2117
H -3.7680 3.5651 0.1613
H -0.1477 -1.0419 -1.4919
H 5.8828 -4.1726 2.7091
H -4.0334 0.6186 -5.2703
H 4.7013 -2.8168 -0.2421
H 6.5409 1.7993 4.9082
H -0.0708 -0.6548 0.1928
H 1.9884 -4.7662 2.8536
H -4.8688 -0.2661 6.1484
H 1.9449 -0.5089 -4.2227
H -5.3831 1.5571 0.9654
H -1.1316 -0.8254 -8.4197
H 4.2335 -5.8368 3.1620
H -5.0435 2.4968 7.2335
H 3.6310 -0.4047 2.2142
H -2.7215 2.9146 1.2713
H -4.1068 -1.1951 7.4431
*
```

---

(4)
# C4H14N3

A cluster of 2 separate species, C4H14N3 in total (ωB97M-V/def2-TZVPD, OMol25).

For the energy above the lowest of the compared OMol25 structures with the same formula, charge and spin, the calculation gives 108.4 kJ/mol. The calculation puts the HOMO energy at -13.305 eV. As for the gap between HOMO and LUMO: 10.4 eV.

```
! RIJCOSX wB97M-V def2-TZVPD def2/J DEFGRID3
* xyz 1 1
N 1.9568 -0.6636 0.6504
N 0.4316 0.3918 -1.3092
N -0.1437 -0.0818 1.5488
C -1.6151 0.1640 -2.6466
C -0.9734 0.5615 2.5741
C 1.2201 -0.0453 1.5826
C -0.5135 -0.5685 -2.0197
H -0.6349 -0.7734 0.9681
H 0.7204 1.1298 -1.9600
H -1.3166 0.6335 -3.6044
H -1.9330 0.0438 2.5848
H -0.5554 0.3768 3.5411
H -0.8769 -1.2322 -1.2217
H 0.0544 -1.2257 -2.6953
H -1.0225 1.6132 2.3533
H -0.0852 0.8521 -0.5573
H -2.1836 0.8456 -2.0042
H 1.2458 -0.0639 -0.8212
H -2.3513 -0.5516 -2.9959
H 2.9229 -0.4820 0.9153
H 1.5941 0.6389 2.3252
*
```

---

(5)
# C41H109B2N4O20

A cluster of 13 separate species, C41H109B2N4O20 in total (ωB97M-V/def2-TZVPD, OMol25).

The calculation puts the HOMO energy at -3.888 eV. As for the gap between HOMO and LUMO: 5.6 eV.

```
! RIJCOSX wB97M-V def2-TZVPD def2/J DEFGRID3
* xyz -1 1
O 9.5163 -0.5172 3.6848
O 0.1039 -7.6972 -3.2476
O -10.1967 3.5796 -0.7010
O -4.5057 -2.8339 -0.1233
O 2.4918 10.8227 0.3737
O -2.6043 1.0036 4.2119
O -8.9744 0.0689 0.4304
O 0.8424 -3.1989 -2.1895
O 2.2336 -1.3968 -2.3555
O 6.4523 8.7047 2.3076
O 1.8184 -0.3381 -0.2698
O 1.2111 -2.8572 1.4399
O -7.3152 -2.1015 3.2740
O 5.5774 4.1790 4.4114
O 1.7250 3.8860 1.1982
O 6.5043 -3.4512 -0.8567
O -0.2886 3.5192 0.4768
O -1.0609 -2.3994 0.9378
O -2.0558 -0.0921 -4.0049
O -2.0940 -11.3786 -3.6705
N 3.3116 -4.9157 -0.6864
N 8.2602 2.1084 0.5303
N 7.6078 0.9807 -1.4394
N 8.9375 -0.1304 0.1786
C 1.5809 -2.2486 -1.4748
C -3.2461 -11.3419 -4.5077
C 5.1737 1.7043 -1.3290
C 2.8121 1.2010 -2.1802
C -4.9718 1.3381 4.5844
C 5.6270 -4.1544 0.0379
C 4.8568 -3.1207 0.8769
C -0.4031 -0.6568 -1.3567
C 4.0639 8.9151 2.6639
C 0.7667 -1.2128 -0.5407
C -3.2405 -1.7353 -5.3351
C -11.0509 5.8236 -0.3377
C -5.2475 -1.9215 0.6813
C -2.2667 -7.4463 -2.8152
C -8.5911 -2.2349 2.6453
C -3.2541 -12.5071 -5.4802
C 4.4530 4.1678 3.5246
C 5.1706 8.5204 1.7064
C -7.5600 2.0295 0.6158
C 4.7624 -5.1298 -0.7868
C 2.6417 -4.8680 -2.0122
C -10.2798 4.6504 0.2375
C 1.3539 9.1102 -0.9184
C 0.5968 3.7206 1.4477
C 1.1639 -4.5139 -1.8061
C 1.2204 10.3771 -0.0932
C -1.2769 2.5025 0.8093
C -7.9741 0.8427 -0.2300
C 9.3437 0.8607 3.9962
C -3.8939 0.8950 3.6123
C -4.6565 -0.5358 0.5450
C 8.2814 1.0671 -0.1905
C -3.3333 -0.4761 -4.4922
C 10.6647 1.5021 4.3796
C -9.7032 -1.7985 3.5805
C 6.1941 0.5369 -1.1790
C -0.6552 1.1142 0.5240
C 4.5248 2.9902 2.5765
C -0.8325 0.7638 -0.9564
C 4.2569 1.5419 -2.5719
C -1.1956 -7.8477 -3.8116
B 2.6802 -0.2820 -1.4825
B 0.3114 -2.1649 0.6486
H 8.6181 0.9589 4.8109
H -0.3465 1.5451 -1.5353
H -0.0593 -0.6000 -2.3881
H -4.8027 2.3709 4.8934
H -1.4936 2.6142 1.8739
H 6.2548 -4.7409 0.7157
H 11.0924 1.0121 5.2593
H 2.7569 -5.8523 -2.4848
H -6.2857 -1.9434 0.3479
H 7.6797 2.7753 0.0264
H 4.1063 8.3107 3.5745
H 2.3914 1.9842 -1.5377
H 1.9920 9.2821 -1.7888
H 4.5771 1.6856 -0.4202
H 4.3110 2.4738 -3.1409
H -4.9529 0.7233 5.4877
H -4.1179 -11.3817 -3.8564
H -2.3698 -12.4806 -6.1215
H -5.9630 1.2622 4.1330
H -9.2667 4.9569 0.5190
H -10.6784 -1.8876 3.0979
H 5.3726 -3.0309 1.8391
H 0.3856 1.1674 0.8390
H 4.6280 0.7161 -3.1780
H 9.9049 -0.0951 -0.1246
H 9.8732 -0.9627 4.4604
H -3.2642 -7.5504 -3.2466
H 0.9240 -4.7031 -0.7503
H -2.2092 -8.0668 -1.9176
H -1.1610 0.3945 1.1761
H -2.1257 -6.4111 -2.5022
H 5.4372 3.0333 1.9746
H -2.5844 -1.5765 -6.1946
H 6.4855 8.1497 3.0947
H -4.1430 -12.4839 -6.1130
H -3.8996 1.5183 2.7189
H 8.9314 1.3356 3.1075
H -2.1488 2.6893 0.1915
H 4.5520 2.0514 3.1322
H -4.2248 -2.0385 -5.6993
H -1.2415 -7.2144 -4.6969
H 4.9567 -2.1494 0.4037
H -7.1742 1.6971 1.5819
H -2.5984 0.4419 4.9946
H -9.7347 0.6433 0.5797
H 4.1737 9.9574 2.9646
H 3.8284 -3.3772 1.1017
H -3.7576 0.3490 -5.0781
H -2.8144 -2.5510 -4.7501
H 0.5440 -5.1853 -2.3990
H -1.3179 -11.3319 -4.2403
H 7.3676 -3.3659 -0.4393
H 0.2804 3.7143 2.5027
H -1.3458 -1.7123 1.5548
H -6.7884 2.6172 0.1138
H 4.9850 -6.1463 -0.4448
H -9.5557 -0.7616 3.8872
H 3.1729 -4.1129 -2.5855
H 5.0661 7.4727 1.4059
H 3.0851 8.7846 2.2021
H 1.8186 8.3184 -0.3299
H 5.1378 9.1389 0.8106
H -3.6113 -0.5309 0.8652
H 10.5356 2.5628 4.6005
H -7.1237 0.1877 -0.4110
H -3.2322 -13.4539 -4.9390
H -1.4832 0.0687 -4.7635
H 2.3637 -2.6102 -0.7955
H 0.1522 -8.2628 -2.4688
H -10.5625 6.2015 -1.2390
H -3.9714 -0.6449 -3.6248
H -3.2633 -10.3894 -5.0487
H 6.3707 4.2347 3.8673
H 11.3871 1.3973 3.5687
H -5.2066 0.1923 1.1460
H 5.7033 2.6581 -1.3950
H -1.2464 -1.3390 -1.3741
H 6.1374 0.1718 -0.1559
H -12.0576 5.5145 -0.6214
H -1.3291 -8.8889 -4.1229
H -7.3140 -2.6583 4.0604
H 0.3797 8.7627 -1.2655
H 0.6008 10.1976 0.7846
H 2.9195 -5.7255 -0.2209
H -3.5933 -2.7983 0.1933
H -5.2181 -2.2485 1.7242
H -1.9042 0.8352 -1.1657
H -8.7313 -3.2776 2.3385
H 0.7578 11.1752 -0.6842
H -11.1233 6.6375 0.3855
H 3.5533 4.1141 4.1366
H -9.7447 3.9126 -1.4844
H -8.3659 1.1755 -1.1964
H -9.7081 -2.4069 4.4894
H 7.6063 1.8892 -1.8825
H 3.6655 2.9799 1.9078
H -4.6758 -0.2127 -0.4983
H -10.7795 4.2628 1.1245
H 1.0205 -3.8015 1.3585
H -8.4172 2.6731 0.8138
H 2.2207 1.2281 -3.1111
H 4.4328 5.1105 2.9663
H 8.9545 -0.1425 1.1971
H 3.8493 -0.5782 -1.1988
H 5.0737 -5.0746 -1.8297
H 5.9294 -0.2936 -1.8197
H -4.0480 -0.1431 3.3032
H -8.5775 -1.6109 1.7531
H 3.0435 10.9940 -0.3976
*
```

---

| no. | strongest force on any atom (hartree/bohr) | molecular weight (g mol⁻¹) |
| --- | --- | --- |
| 1 | 0.0531 | 796.31 |
| 2 | 0.0060 | 651.37 |
| 3 | 0.0813 | 858.35 |
| 4 | 0.0648 | 104.18 |
| 5 | 0.0617 | 999.96 |